Arrangement w

Molecular formula: C6H8O2
Method: DFT, wB97M-V/def2-TZVPD

Output
- net charge = 0
- HOMO (eV) = -8.081
- LUMO (eV) = 0.74
- molar mass (g/mol) = 112.13
- structure (SMILES) = C[C@]1(/C=C/O)CC1=O
- Kohn-Sham gap (eV) = 8.8
- 2S+1 = 1

Last column: Löwdin charge in e.
Element x y z (Å)
C1 1.689 0.976 -0.226  -0.025
C2 0.528 0.063 0.091  -0.402
C3 -0.697 0.245 -0.699  -0.045
C4 -1.931 0.014 -0.238  -0.180
O1 -3.068 0.108 -0.977  0.008
C5 0.447 -0.584 1.475  -0.004
C6 0.751 -1.444 0.335  -0.306
O2 1.132 -2.473 -0.120  0.137
H1 1.480 1.990 0.118  0.086
H2 2.599 0.621 0.257  0.085
H3 1.864 1.012 -1.301  0.082
H4 -0.547 0.396 -1.763  0.123
H5 -2.170 -0.064 0.812  0.118
H6 -2.845 0.227 -1.909  0.102
H7 1.263 -0.366 2.152  0.120
H8 -0.493 -0.718 1.994  0.101

Arrangement x

Molecular formula: C6H8O2
Method: DFT, wB97M-V/def2-TZVPD

Output
- net charge = 0
- HOMO (eV) = -9.028
- LUMO (eV) = 0.55
- molar mass (g/mol) = 112.13
- Kohn-Sham gap (eV) = 9.6
- 2S+1 = 1

Last column: Löwdin charge in e.
Element x y z (Å)
C1 1.594 -1.864 0.095  -0.038
C2 0.769 -0.532 0.485  -0.139
C3 0.610 0.752 0.209  -0.121
C4 0.798 2.246 0.146  -0.064
C5 -0.527 -0.374 -0.246  -0.155
C6 -1.835 -0.191 0.319  -0.483
H1 1.705 -1.801 -1.292  0.186
H2 2.514 -1.786 0.448  -0.045
H3 1.233 -2.985 0.444  0.123
H4 0.318 2.535 -1.066  0.181
H5 0.129 2.756 0.889  0.074
H6 1.928 2.456 0.388  0.100
H7 -0.785 -0.427 -1.426  0.172
H8 -3.605 -0.314 -0.210  0.067
O1 -2.833 -0.176 -0.704  0.061
O2 -2.012 -0.297 1.524  0.078

Arrangement y

Molecular formula: C6H8O2
Method: DFT, wB97M-V/def2-TZVPD

Output
- net charge = 0
- HOMO (eV) = -7.959
- LUMO (eV) = 0.48
- molar mass (g/mol) = 112.13
- structure (SMILES) = CC(=C=O)/C=C(/C)O
- Kohn-Sham gap (eV) = 8.4
- 2S+1 = 1

Last column: Löwdin charge in e.
Element x y z (Å)
C1 1.589 1.479 -1.092  -0.064
C2 1.099 0.601 0.035  -0.274
C3 1.749 -0.468 0.479  -0.171
O1 2.446 -1.260 0.999  0.172
C4 -0.338 0.548 0.072  -0.093
C5 -0.973 -0.621 0.131  -0.453
C6 -2.357 -0.740 0.784  -0.015
O2 -0.513 -1.839 -0.120  -0.022
H1 0.812 1.508 -1.949  0.110
H2 1.901 2.511 -0.748  0.090
H3 2.491 1.035 -1.618  0.088
H4 -0.907 1.421 0.248  0.104
H5 -2.057 -1.445 1.646  0.116
H6 -2.434 0.303 1.180  0.079
H7 -3.196 -1.099 0.149  0.085
H8 0.688 -1.936 -0.196  0.247

Least stable of them? arrangement x.

Arrangement w

Molecular formula: C6H8O2
Method: DFT, wB97M-V/def2-TZVPD

Output
- net charge = 0
- HOMO (eV) = -9.405
- LUMO (eV) = 0.92
- molar mass (g/mol) = 112.13
- structure (SMILES) = O[C@@H]1[C@H]2C[C@@H]1[C@H]1O[C@@H]21
- Kohn-Sham gap (eV) = 10.3
- 2S+1 = 1

Last column: Löwdin charge in e.
Element x y z (Å)
O1 -1.826 -1.452 -0.172  -0.005
C1 -0.839 -0.721 -0.644  -0.425
C2 0.629 -0.794 -0.302  -0.157
C3 0.787 0.646 -0.872  -0.112
C4 -0.682 0.866 -0.391  -0.103
C5 -0.233 0.793 1.111  -0.154
O2 -0.408 -0.484 1.929  -0.044
C6 0.800 -0.211 1.058  -0.218
H1 -1.258 -1.686 0.805  0.227
H2 -0.908 -0.740 -1.745  0.151
H3 1.234 -1.576 -0.653  0.131
H4 1.463 1.412 -0.413  0.132
H5 0.736 0.714 -2.030  0.143
H6 -1.278 1.693 -0.879  0.152
H7 0.108 1.698 1.590  0.145
H8 1.674 -0.160 1.607  0.137

Arrangement x

Molecular formula: C6H8O2
Method: DFT, wB97M-V/def2-TZVPD

Output
- net charge = 0
- HOMO (eV) = -9.075
- LUMO (eV) = -0.65
- molar mass (g/mol) = 112.13
- structure (SMILES) = C[C@@H]1[C@]2(C)C(=O)[C@]12O
- Kohn-Sham gap (eV) = 8.4
- 2S+1 = 1

Last column: Löwdin charge in e.
Element x y z (Å)
C1 0.585 1.860 0.750  -0.063
C2 -0.084 0.883 -0.152  -0.118
C3 -0.105 -0.664 0.380  -0.208
C4 -1.447 -1.311 0.415  -0.039
C5 1.150 -1.313 0.070  -0.177
O1 2.207 -1.431 0.662  0.124
C6 0.668 -0.202 -0.821  -0.291
O2 0.202 -0.569 -2.115  0.005
H1 -0.149 2.317 1.421  0.081
H2 1.367 1.398 1.360  0.091
H3 1.038 2.663 0.159  0.083
H4 -0.946 1.290 -0.668  0.156
H5 -1.368 -2.311 0.852  0.084
H6 -2.133 -0.730 1.041  0.080
H7 -1.892 -1.405 -0.580  0.086
H8 0.910 -0.476 -2.774  0.105

Arrangement y

Molecular formula: C6H8O2
Method: DFT, wB97M-V/def2-TZVPD

Output
- net charge = 0
- HOMO (eV) = -8.132
- LUMO (eV) = 0.85
- molar mass (g/mol) = 112.13
- structure (SMILES) = C=C1CCOC=CO1
- Kohn-Sham gap (eV) = 9.0
- 2S+1 = 1

Last column: Löwdin charge in e.
Element x y z (Å)
C1 0.952 1.768 -1.356  0.087
C2 0.324 1.076 -0.454  -0.346
C3 -0.935 0.195 -0.467  -0.152
C4 -0.540 -1.180 -0.634  -0.323
O1 -0.658 -1.893 0.532  -0.135
C5 0.183 -1.362 1.518  -0.084
C6 0.624 -0.013 1.601  -0.148
O2 0.747 1.065 0.863  -0.016
H1 0.721 1.754 -2.455  0.101
H2 1.569 2.493 -0.961  0.050
H3 -1.571 0.804 -1.272  0.154
H4 -1.828 -0.035 0.408  0.219
H5 -1.344 -1.629 -1.408  0.169
H6 0.596 -1.289 -0.999  0.176
H7 0.130 -1.942 2.423  0.104
H8 1.030 0.189 2.662  0.145

Arrangement z

Molecular formula: C6H8O2
Method: DFT, wB97M-V/def2-TZVPD

Output
- net charge = 0
- HOMO (eV) = -6.635
- LUMO (eV) = 0.00
- molar mass (g/mol) = 112.13
- Kohn-Sham gap (eV) = 6.6
- 2S+1 = 1

Last column: Löwdin charge in e.
Element x y z (Å)
C1 1.607 -0.734 -0.452  -0.017
C2 0.319 2.023 0.428  -0.066
C3 0.359 -0.623 0.386  -0.427
C4 -0.257 0.663 0.614  -0.215
O1 0.244 -1.644 1.350  0.019
O2 -3.292 -0.988 -0.736  0.098
C5 -2.273 -0.628 -0.091  -0.049
C6 -1.033 -0.047 -0.202  -0.066
H1 0.591 -2.491 1.017  0.103
H2 -3.482 -0.364 -1.472  0.141
H3 2.486 -0.494 0.159  0.094
H4 1.736 -1.754 -0.829  0.077
H5 1.590 -0.063 -1.314  0.088
H6 0.524 2.246 -0.625  0.074
H7 -0.384 2.772 0.799  0.069
H8 1.265 2.125 0.967  0.078

Least stable of them? arrangement z.

Arrangement w

Molecular formula: C6H8O2
Method: DFT, wB97M-V/def2-TZVPD

Output
- net charge = 0
- HOMO (alpha / beta) (eV) = -7.859 / -7.758
- LUMO (alpha / beta) (eV) = 0.08 / -0.62
- molar mass (g/mol) = 112.13
- structure (SMILES) = C=C=C(C)[C@H]1O[C@@H]1O
- Kohn-Sham gap (alpha / beta) (eV) = 7.9 / 7.1
- 2S+1 = 1

Last column: Löwdin charge in e.
Element x y z (Å)
C1 -1.882 1.368 -0.725  0.010
C2 -1.004 0.772 0.023  -0.041
C3 -0.103 0.158 0.736  -0.264
C4 0.202 0.517 2.159  -0.039
C5 0.878 -0.670 0.019  -0.213
O1 0.831 -2.106 -0.022  0.047
C6 0.472 -1.430 -1.228  -0.273
O2 1.449 -1.427 -2.280  -0.003
H1 -2.414 2.243 -0.370  0.059
H2 -2.086 1.008 -1.728  0.058
H3 0.633 1.524 2.206  0.086
H4 -0.705 0.502 2.772  0.084
H5 0.922 -0.178 2.603  0.083
H6 1.878 -0.247 0.034  0.152
H7 -0.572 -1.489 -1.515  0.152
H8 1.501 -0.545 -2.684  0.101

Arrangement x

Molecular formula: C6H8O2
Method: DFT, wB97M-V/def2-TZVPD

Output
- net charge = 0
- HOMO (eV) = -8.463
- LUMO (eV) = 0.05
- molar mass (g/mol) = 112.13
- Kohn-Sham gap (eV) = 8.5
- 2S+1 = 1

Last column: Löwdin charge in e.
Element x y z (Å)
C1 2.417 0.161 -2.353  -0.164
C2 1.709 0.377 -1.413  -0.132
C3 -1.383 1.201 0.255  -0.102
C4 -1.793 -0.142 -0.437  -0.101
C5 0.231 -0.291 0.588  -0.373
C6 1.095 -1.055 1.465  0.010
O1 -0.188 0.945 0.979  0.004
O2 -0.779 -0.975 0.024  0.015
H1 2.919 -0.180 -3.242  -0.027
H2 -1.145 1.811 -0.600  0.109
H3 -2.034 1.816 0.991  0.163
H4 -2.674 -0.647 -0.232  0.107
H5 -1.701 0.038 -1.534  0.144
H6 0.569 -1.168 2.409  0.102
H7 1.892 -0.480 1.871  0.086
H8 1.447 -2.115 1.074  0.160

Arrangement y

Molecular formula: C6H8O2
Method: DFT, wB97M-V/def2-TZVPD

Output
- net charge = 0
- HOMO (eV) = -7.917
- LUMO (eV) = 0.49
- molar mass (g/mol) = 112.13
- structure (SMILES) = CC(=O)CC(C)=C=O
- Kohn-Sham gap (eV) = 8.4
- 2S+1 = 1

Last column: Löwdin charge in e.
Element x y z (Å)
C1 -2.098 -1.537 0.293  0.007
C2 -0.693 -1.064 0.072  -0.375
O1 0.183 -1.838 -0.319  0.105
C3 -0.317 0.296 0.548  -0.089
C4 0.932 0.545 -0.250  -0.282
C5 1.550 1.918 -0.242  -0.055
C6 1.549 -0.461 -0.862  -0.238
O2 2.373 -0.981 -1.515  0.149
H1 -2.751 -0.736 0.629  0.081
H2 -2.483 -1.981 -0.624  0.095
H3 -2.094 -2.321 1.051  0.098
H4 -1.094 1.028 0.303  0.129
H5 -0.168 0.320 1.632  0.143
H6 0.849 2.650 -0.648  0.075
H7 2.457 1.937 -0.841  0.080
H8 1.805 2.227 0.774  0.077

Least stable of them? arrangement x.

Arrangement w

Molecular formula: C6H8O2
Method: DFT, wB97M-V/def2-TZVPD

Output
- net charge = 0
- HOMO (eV) = -9.195
- LUMO (eV) = 0.85
- molar mass (g/mol) = 112.13
- Kohn-Sham gap (eV) = 10.0
- 2S+1 = 1

Last column: Löwdin charge in e.
Element x y z (Å)
C1 1.071 -0.647 -0.104  -0.274
C2 0.476 0.012 1.069  -0.109
C3 0.360 0.591 -0.837  -0.235
C4 -1.097 0.457 -0.502  -0.258
C5 -1.732 -0.724 -0.217  -0.077
C6 -1.096 0.030 0.902  -0.096
H1 2.927 0.570 -0.422  0.264
H2 0.980 -1.584 -0.518  0.117
H3 1.326 -0.024 1.953  0.212
H4 0.762 1.071 -1.710  0.154
H5 -1.385 1.517 -0.608  0.171
H6 -1.402 -1.748 -0.682  0.162
H7 -2.769 -0.755 -0.255  0.088
H8 -1.624 0.482 1.664  0.115
O1 2.509 -0.510 -0.022  -0.133
O2 0.695 1.262 0.289  -0.101

Arrangement x

Molecular formula: C6H8O2
Method: DFT, wB97M-V/def2-TZVPD

Output
- net charge = 0
- HOMO (eV) = -9.033
- LUMO (eV) = 0.82
- molar mass (g/mol) = 112.13
- Kohn-Sham gap (eV) = 9.9
- 2S+1 = 1

Last column: Löwdin charge in e.
Element x y z (Å)
C1 0.981 -0.111 -0.070  -0.483
C2 -0.011 -0.376 1.110  -0.044
C3 -0.968 -0.154 -0.020  -0.415
C4 0.059 -0.758 -1.049  0.023
C5 -0.643 1.345 -0.213  -0.024
C6 0.666 1.404 -0.082  0.000
H1 2.666 -0.172 0.810  0.098
H2 0.038 0.287 2.026  0.140
H3 -0.101 -1.426 1.416  0.128
H4 -2.885 0.157 0.485  0.111
H5 0.138 -1.790 -1.292  0.123
H6 0.101 -0.144 -1.934  0.117
H7 -1.228 2.175 -0.527  0.106
H8 1.272 2.229 0.250  0.117
O1 2.306 -0.585 0.017  0.023
O2 -2.369 -0.592 0.072  -0.020

Least stable of them? arrangement w.

Arrangement w

Molecular formula: C6H8O2
Method: DFT, wB97M-V/def2-TZVPD

Output
- net charge = 0
- HOMO (eV) = -9.495
- LUMO (eV) = 0.96
- molar mass (g/mol) = 112.13
- Kohn-Sham gap (eV) = 10.5
- 2S+1 = 1

Last column: Löwdin charge in e.
Element x y z (Å)
C1 -2.073 0.359 -0.095  0.007
C2 -0.649 -0.144 -0.297  -0.405
C3 0.046 -1.105 0.572  -0.169
C4 1.534 -0.735 0.266  -0.205
C5 1.339 0.846 0.433  -0.005
C6 0.535 0.537 -0.901  -0.184
H1 -2.490 0.969 -0.982  0.104
H2 -2.713 -0.553 0.031  0.100
H3 -2.136 1.042 0.783  0.082
H4 -0.196 -1.521 1.521  0.146
H5 2.403 -1.436 0.607  0.181
H6 2.307 1.411 0.315  0.122
H7 0.762 1.230 1.275  0.103
H8 0.452 1.171 -1.799  0.165
O1 -0.606 -1.560 -0.615  0.019
O2 1.486 -0.514 -1.115  -0.059

Arrangement x

Molecular formula: C6H8O2
Method: DFT, wB97M-V/def2-TZVPD

Output
- net charge = 0
- HOMO (eV) = -8.838
- LUMO (eV) = 0.95
- molar mass (g/mol) = 112.13
- structure (SMILES) = C#C/C(=C\OC)OC
- Kohn-Sham gap (eV) = 9.8
- 2S+1 = 1

Last column: Löwdin charge in e.
Element x y z (Å)
C1 0.265 2.222 -0.062  0.092
C2 0.106 1.038 -0.212  -0.066
C3 -0.416 -0.435 -0.402  -0.308
C4 0.386 -1.420 -0.111  -0.006
O1 1.852 -1.360 0.160  -0.141
C5 2.594 -0.112 -0.063  -0.103
O2 -1.738 -0.610 -0.639  -0.142
C6 -2.834 -0.374 0.279  -0.059
H1 0.420 3.324 0.089  0.067
H2 0.061 -2.518 -0.111  0.160
H3 2.687 0.298 -1.051  0.077
H4 2.208 0.763 0.446  0.051
H5 3.641 -0.343 0.030  0.082
H6 -3.071 -0.659 1.327  0.076
H7 -3.766 -0.575 -0.259  0.082
H8 -2.392 0.761 0.580  0.139

Arrangement y

Molecular formula: C6H8O2
Method: DFT, wB97M-V/def2-TZVPD

Output
- net charge = 0
- HOMO (alpha / beta) (eV) = -6.639 / -6.638
- LUMO (alpha / beta) (eV) = 0.60 / 0.60
- molar mass (g/mol) = 112.13
- Kohn-Sham gap (alpha / beta) (eV) = 7.2 / 7.2
- 2S+1 = 1

Last column: Löwdin charge in e.
Element x y z (Å)
C1 0.426 -1.058 0.149  -0.412
C2 -0.455 0.864 -0.314  -0.246
C3 0.285 -2.541 0.008  0.043
C4 -1.799 1.508 -0.376  -0.070
C5 1.816 0.804 0.446  -0.079
C6 0.738 1.519 0.043  -0.087
O1 -0.645 -0.422 0.471  0.040
O2 1.641 -0.639 0.379  0.073
H1 2.860 1.056 0.437  0.097
H2 0.823 2.589 -0.083  0.120
H3 -0.574 -2.789 -0.611  0.096
H4 1.198 -2.969 -0.400  0.092
H5 0.134 -2.972 1.000  0.102
H6 -2.271 1.584 0.612  0.082
H7 -1.692 2.525 -0.756  0.079
H8 -2.485 0.940 -1.005  0.074

Least stable of them? arrangement x.

Arrangement w

Molecular formula: C15H18O2
Method: DFT, wB97M-V/def2-TZVPD

Output
- net charge = 0
- HOMO (eV) = -8.080
- LUMO (eV) = 0.60
- molar mass (g/mol) = 230.31
- structure (SMILES) = CCc1ccc(O)cc1.Cc1ccc(O)cc1
- Kohn-Sham gap (eV) = 8.7
- 2S+1 = 1

Last column: Löwdin charge in e.
Element x y z (Å)
C1 1.437 -3.680 -0.725  -0.118
C2 -0.073 -3.573 -0.954  -0.184
C3 -0.487 -2.268 -1.644  -0.234
C4 0.267 -1.125 -1.511  -0.068
C5 -0.178 0.095 -1.993  -0.018
C6 -1.268 0.111 -2.870  -0.321
O1 -1.971 1.214 -3.181  0.052
C7 -1.843 -1.128 -3.288  -0.016
C8 -1.423 -2.281 -2.687  -0.049
H1 2.094 -2.979 -1.266  0.068
H2 1.865 -4.644 -0.933  0.058
H3 1.759 -3.408 0.289  0.074
H4 -0.533 -4.410 -1.458  0.097
H5 -0.520 -3.478 0.067  0.120
H6 1.119 -1.137 -0.882  0.093
H7 0.352 0.912 -1.482  0.108
H8 -1.699 1.997 -2.701  0.106
H9 -2.548 -0.927 -4.056  0.106
H10 -1.902 -3.205 -3.067  0.122
C9 -1.995 1.785 2.764  -0.073
C10 -0.569 1.684 2.274  -0.258
C11 -0.265 2.622 1.259  -0.054
C12 1.068 2.981 1.013  -0.044
C13 2.113 2.393 1.707  -0.340
O2 3.427 2.459 1.390  0.042
C14 1.788 1.474 2.732  -0.004
C15 0.480 1.481 3.176  -0.057
H11 -2.734 1.281 2.157  0.068
H12 -2.326 2.860 2.893  0.097
H13 -2.044 1.412 3.807  0.075
H14 -1.043 3.232 0.855  0.102
H15 1.267 3.921 0.482  0.117
H16 3.642 2.335 0.463  0.110
H17 2.550 0.869 3.210  0.117
H18 0.193 1.126 4.156  0.107

Arrangement x

Molecular formula: C15H18O2
Method: DFT, wB97M-V/def2-TZVPD

Output
- net charge = 0
- HOMO (eV) = -8.176
- LUMO (eV) = 0.78
- molar mass (g/mol) = 230.31
- structure (SMILES) = CCc1ccc(O)cc1.Cc1ccc(O)cc1
- Kohn-Sham gap (eV) = 9.0
- 2S+1 = 1

Last column: Löwdin charge in e.
Element x y z (Å)
C1 0.567 0.925 2.372  -0.078
C2 -0.907 0.563 2.594  -0.221
C3 -1.760 0.568 1.385  -0.232
C4 -2.034 -0.599 0.621  -0.041
C5 -2.602 -0.559 -0.638  -0.041
C6 -2.850 0.666 -1.254  -0.320
O1 -3.420 0.885 -2.484  0.042
C7 -2.420 1.822 -0.601  -0.029
C8 -2.105 1.782 0.721  -0.044
H1 1.099 0.136 1.813  0.054
H2 0.985 1.245 3.320  0.070
H3 0.753 1.769 1.703  0.072
H4 -0.988 -0.266 3.274  0.104
H5 -1.390 1.382 3.184  0.114
H6 -1.679 -1.544 1.009  0.110
H7 -2.611 -1.473 -1.221  0.110
H8 -4.078 0.204 -2.632  0.102
H9 -2.625 2.799 -1.034  0.120
H10 -1.967 2.628 1.395  0.116
C9 2.076 1.525 -1.561  -0.059
C10 2.016 0.107 -1.078  -0.297
C11 1.165 -0.752 -1.802  -0.026
C12 0.844 -2.022 -1.276  -0.013
C13 1.725 -2.498 -0.309  -0.308
O2 1.627 -3.798 0.152  0.023
C14 2.593 -1.697 0.462  -0.011
C15 2.682 -0.412 0.005  -0.104
H11 1.200 2.113 -1.294  0.074
H12 2.253 1.689 -2.629  0.081
H13 2.957 1.968 -1.070  0.077
H14 0.691 -0.308 -2.672  0.113
H15 0.206 -2.716 -1.806  0.111
H16 1.601 -4.469 -0.513  0.087
H17 3.018 -1.975 1.413  0.122
H18 3.380 0.311 0.451  0.123

Least stable of them? arrangement w.